Record 1
Molecular formula: C3H10NO
Method: DFT, wB97M-V/def2-TZVPD

Its highest occupied orbital energy is -13.641 eV. The largest force on an atom comes out at 1.91 eV Å⁻¹. The calculation puts the energy relative to the best compared isomer or geometry (same formula, charge and spin) at 3.4278 eV. The calculation puts the frontier orbital gap at 6.1 eV. Its charge is +1. The LUMO energy is -0.27603 Ha.

Last column: Löwdin charge in e.
Atoms and positions in Å:
O1 1.01718 -1.73564 -0.84279  -0.005
N1 1.38257 1.71607 -0.59407  0.059
C1 -0.52123 -0.64347 0.63468  0.087
C2 -0.23703 -1.11928 -0.67662  -0.224
C3 -1.40209 0.42428 0.97189  -0.007
H1 1.37079 1.48849 -1.56955  0.023
H2 -0.29359 -0.33032 -1.41813  0.154
H3 1.34701 -2.12767 -0.01339  0.121
H4 -0.96387 -1.89158 -1.01511  0.204
H5 -2.16464 -0.01739 1.63861  0.149
H6 -1.91523 0.85816 0.11698  0.117
H7 -0.88073 1.21799 1.52506  0.148
H8 -0.06316 -1.13880 1.49376  0.165
H9 2.10886 2.34192 -0.29486  0.031
H10 1.21516 0.95725 0.04353  -0.024

Forces on the atoms, in the same order (eV/Å):
O 0.30 -0.05 0.59
N -1.01 0.41 0.46
C -0.48 -0.03 0.75
C 1.43 -0.99 -0.78
C -1.02 0.07 -0.79
H 0.39 -0.19 -0.06
H -0.31 0.39 -0.20
H -0.10 0.05 -0.50
H -0.73 0.44 0.49
H 0.20 0.20 0.38
H 0.16 0.10 -0.07
H 0.05 -0.17 0.27
H 0.30 -0.05 -0.16
H 0.18 -0.13 -0.13
H 0.63 -0.03 -0.25


Record 2
Molecular formula: C3H5NS
Method: DFT, wB97M-V/def2-TZVPD

Its highest occupied orbital energy is -8.273 eV. The largest force on an atom comes out at 5.03 eV Å⁻¹. The calculation puts the energy relative to the best compared isomer or geometry (same formula, charge and spin) at 2.6052 eV. Its structure (SMILES) is S=CN1CC1. The calculation puts the frontier orbital gap at 8.6 eV. Its charge is 0. The LUMO energy is 0.01189 Ha.

Last column: Löwdin charge in e.
Atoms and positions in Å:
S1 1.69002 0.22512 0.11275  0.540
N1 -0.72072 -0.40867 -0.37431  -0.226
C1 0.45494 -0.91199 -0.19199  -0.622
C2 -1.16257 1.02642 -0.13632  -0.098
C3 -1.92516 -0.26836 0.34572  -0.127
H1 0.67981 -1.95755 -0.02162  0.062
H2 -0.71472 1.76648 0.53080  0.074
H3 -2.92954 -0.80665 -0.11396  0.152
H4 -1.31693 1.48784 -1.17276  0.124
H5 -1.91715 -0.30771 1.48916  0.120

Forces on the atoms, in the same order (eV/Å):
S -0.27 -1.71 -0.66
N -2.16 2.15 0.19
C 4.07 2.06 2.11
C -1.01 -1.97 -2.85
C -2.73 0.03 0.19
H -0.59 -0.23 -0.41
H 0.23 -1.07 0.32
H 2.57 1.87 1.04
H -0.42 -0.75 1.69
H 0.31 -0.38 -1.62


Record 3
Molecular formula: C7H19N2O2PS
Method: DFT, wB97M-V/def2-TZVPD

Its highest occupied orbital energy (spin up / spin down) is -4.503 / -8.938 eV. The largest force on an atom comes out at 5.81 eV Å⁻¹. As for the spin multiplicity: 3. As for the expectation value of S²: 2.006. The calculation puts the frontier orbital gap (spin up / spin down) at 5.3 / 7.5 eV. Its charge is 0. The LUMO energy (spin up / spin down) is 0.02895 / -0.05397 Ha.

Last column: Mulliken spin population.
Atoms and positions in Å:
S1 -2.89991 1.64009 0.67280  1.710
P1 -0.46728 0.31873 0.03126  0.030
O1 -0.71845 0.36587 -1.41198  0.011
O2 -1.25961 1.50579 0.92930  0.194
N1 0.92591 0.85671 0.67982  0.030
N2 -1.00204 -1.06196 0.73396  0.003
C1 -2.25771 -3.16001 -0.02128  -0.003
C2 -0.95374 -2.28960 -0.18350  0.005
C3 2.10854 1.17104 -0.14923  0.000
C4 -2.96378 2.71993 -0.85035  -0.099
C5 0.23247 -3.21157 0.17734  0.002
C6 2.07392 2.72686 -0.27744  0.002
C7 3.57654 0.65393 0.49598  0.004
H1 0.26635 -3.61021 1.16286  0.000
H2 1.74753 3.19806 0.71310  0.001
H3 -2.50494 -3.76495 0.85328  0.000
H4 0.13560 -4.00441 -0.57012  0.000
H5 -2.25243 -3.88428 -0.81947  0.000
H6 -0.80709 -1.39384 1.72194  0.000
H7 -2.93764 3.74324 -0.38618  0.046
H8 3.00490 3.01369 -0.60794  0.000
H9 -2.23572 2.28213 -1.45956  0.015
H10 3.53974 -0.36494 0.46522  -0.001
H11 -3.10458 -2.53323 -0.18760  0.004
H12 -3.93381 2.60499 -1.24829  0.048
H13 1.14021 1.36412 1.59748  -0.002
H14 1.16469 -2.70780 -0.07744  0.000
H15 4.42194 1.03525 -0.03350  0.001
H16 1.36216 2.92719 -1.05876  0.000
H17 -0.98152 -1.89798 -1.25152  0.000
H18 3.49155 1.04856 1.52008  0.000
H19 2.08818 0.70860 -1.16025  0.000

Forces on the atoms, in the same order (eV/Å):
S -5.69 0.97 -0.59
P -1.09 2.62 3.47
O 0.60 -0.15 -0.14
O 3.52 -1.26 -0.82
N 4.39 -0.27 0.31
N 0.15 -2.80 -0.20
C 0.42 0.54 -0.64
C -1.32 -0.45 1.49
C 1.98 0.37 0.10
C -0.57 0.02 3.38
C -0.06 1.08 -2.81
C -1.55 -1.75 1.35
C -3.90 3.28 0.16
H -0.30 -0.15 0.84
H 0.66 -0.49 -1.47
H 0.83 0.43 0.54
H 0.27 -0.40 0.39
H 0.03 -0.29 -0.53
H -0.15 1.36 -1.71
H 0.76 -0.76 -0.99
H 2.16 1.28 -0.51
H 1.57 0.39 -1.23
H 0.14 -2.80 0.20
H -0.72 0.55 -0.16
H -1.03 -0.23 -0.56
H -1.77 -1.33 -1.76
H 0.22 0.02 0.32
H 0.39 0.43 -0.34
H -0.54 0.50 -0.09
H 0.46 -0.66 1.46
H 0.68 -0.34 -0.15
H -0.53 0.27 0.67